Density functional theory data (wB97M-V/def2-TZVPD) for a single C3H7N5 molecule in a non-equilibrium geometry.

```
! RIJCOSX wB97M-V def2-TZVPD def2/J DEFGRID3
* xyz 0 1
H -0.42929 -1.48411 -1.64722
N -0.17766 -1.92579 -0.73411
C 0.24439 -1.14602 0.14494
N 0.49105 0.25676 0.04000
C 0.01043 1.09684 -1.05474
N -1.14743 1.05704 -1.58834
N -1.98226 0.02225 -1.17087
N 1.16029 1.02302 0.99095
C 1.78150 0.44976 1.92896
H 0.39874 -1.58095 1.17603
H 0.59049 1.95916 -1.30996
H -2.98376 0.23978 -1.46167
H -1.86231 -0.38870 -0.22647
H 2.08796 1.05730 2.81055
H 1.81785 -0.63632 2.10196
*
```

Results
highest occupied orbital energy = -8.8 eV
total energy = -392.17328 Ha
HOMO-LUMO gap = 9.61 eV
ΔE to the lowest compared entry with this formula, charge and spin = 330.2 kJ/mol
SMILES string = [H]/N=C\N(/C=N\N)N=C
LUMO level = 0.812 eV
max |F| = 2.33 eV/Å

natural (NBO) atomic charge list, values in e, 2 entries: H 0.367; N -0.646